Formula: C3H9NO3
Source: OMol25
Level of theory: ωB97M-V/def2-TZVPD

```
16
Properties=species:S:1:pos:R:3
H 1.30371 0.78243 -2.38235
O -2.70575 0.70421 1.40764
C 1.30815 -1.46866 0.05782
O 2.13586 -1.35355 -0.81156
C -1.30861 0.86367 1.24861
O 1.62775 0.51550 -3.24490
N 0.73244 -0.40323 0.72246
H 1.01127 -2.46328 0.40792
H -3.17349 1.44854 1.08829
H -0.88199 0.94951 2.25255
H 2.55812 0.30102 -3.10085
H 1.25036 0.43444 0.50548
C -0.74554 -0.38635 0.59415
H -1.00665 1.71631 0.63774
H -1.04113 -0.33096 -0.45383
H -1.06453 -1.30959 1.07084
```

Computed properties:
energy above the lowest of the compared OMol25 structures with the same formula, charge and spin	163.88	kJ/mol
frontier orbital gap	10.63	eV
energy	-10888.88292	eV
multiplicity	1